C25H51AsBrN3OPPdSi3 | ωB97M-V/def2-TZVPD

Computed properties:
Expectation value of S² = 2.0057
2S+1 = 3
Charge = +1
Electronic energy = -7370.16264 Ha
Energy above the lowest of the compared OMol25 structures with the same formula, charge and spin = 0.3675 eV
E_LUMO (spin up / spin down) = -0.066 / -0.144 Ha

Last column: Löwdin charge in e.
Atoms and positions in Å:
Pd -0.479 0.785 -0.905  0.5552
Br -2.660 2.332 -1.692  0.8416
C -1.688 3.949 -1.419  -0.5829
C -2.382 5.118 -1.503  -0.1221
C -1.692 6.338 -1.355  -0.0639
C -0.344 6.335 -1.153  -0.0222
C 0.381 5.121 -1.068  -0.1604
C 1.784 5.133 -0.875  -0.0261
C 2.478 3.965 -0.787  -0.0637
C 1.793 2.731 -0.862  -0.1627
C 0.442 2.662 -1.057  -0.1809
C -0.295 3.875 -1.180  -0.2275
H -3.447 5.113 -1.694  0.1030
H -2.241 7.268 -1.416  0.1116
H 0.198 7.267 -1.054  0.1187
H 2.289 6.089 -0.800  0.1177
H 3.552 3.973 -0.646  0.1105
H 2.369 1.823 -0.745  0.0329
C -4.476 -1.257 1.621  -0.0902
N -3.159 -0.962 1.059  -0.2952
C -3.134 -1.003 -0.395  -0.1337
P -2.109 -0.074 1.979  0.5297
O -1.081 0.605 1.125  -0.3971
N -1.485 -1.121 3.079  -0.2992
C -1.972 -2.463 3.364  -0.0981
C -0.594 -0.578 4.101  -0.0907
N -2.837 1.109 2.866  -0.2899
C -3.117 2.412 2.266  -0.0812
C -3.589 0.856 4.086  -0.1017
H -4.811 -2.238 1.278  0.0956
H -5.217 -0.510 1.321  0.0959
H -4.438 -1.287 2.708  0.0657
H -3.391 -2.006 -0.744  0.0940
H -2.131 -0.774 -0.769  0.0024
H -3.838 -0.285 -0.826  0.0664
H -2.486 -2.877 2.501  0.0680
H -2.649 -2.473 4.226  0.0879
H -1.122 -3.109 3.595  0.0892
H -0.215 0.395 3.792  0.0852
H 0.255 -1.251 4.236  0.0784
H -1.103 -0.469 5.064  0.0867
H -2.467 2.577 1.411  0.0486
H -2.924 3.194 3.003  0.0927
H -4.162 2.489 1.948  0.0904
H -3.321 -0.110 4.511  0.0655
H -4.668 0.870 3.906  0.0884
H -3.358 1.627 4.824  0.0942
C 3.970 -2.067 -3.204  -0.1971
Si 2.713 -0.689 -3.099  0.2900
C 1.556 -0.740 -4.566  -0.2109
C 3.614 0.943 -3.057  -0.2107
As 1.361 -0.971 -1.158  0.8282
Si 0.277 -3.060 -1.477  0.2900
C -0.905 -2.839 -2.916  -0.2148
C -0.716 -3.465 0.060  -0.2168
C 1.482 -4.451 -1.812  -0.2061
Si 2.671 -1.111 0.830  0.3018
C 1.890 -2.385 1.951  -0.2110
C 4.420 -1.614 0.416  -0.2128
C 2.634 0.555 1.675  -0.2104
H 4.532 -1.919 -4.131  0.0455
H 3.527 -3.061 -3.244  0.0126
H 4.684 -2.041 -2.381  0.0159
H 2.070 -0.305 -5.427  0.0416
H 0.643 -0.164 -4.403  0.0295
H 1.276 -1.759 -4.834  0.0208
H 4.238 0.967 -3.957  0.0448
H 4.278 1.050 -2.197  0.0323
H 2.945 1.801 -3.090  0.0233
H -1.402 -1.867 -2.906  0.0153
H -1.679 -3.610 -2.859  0.0394
H -0.407 -2.946 -3.879  0.0190
H -1.145 -2.592 0.552  -0.0088
H -0.120 -4.008 0.793  0.0276
H -1.540 -4.118 -0.246  0.0464
H 1.802 -4.483 -2.853  0.0247
H 0.980 -5.399 -1.593  0.0414
H 2.374 -4.401 -1.184  0.0277
H 2.058 -3.406 1.604  0.0344
H 0.817 -2.226 2.072  -0.0023
H 2.365 -2.288 2.932  0.0427
H 4.464 -2.578 -0.094  0.0254
H 4.988 -1.705 1.346  0.0429
H 4.926 -0.874 -0.208  0.0276
H 1.638 1.004 1.667  0.0146
H 3.335 1.269 1.241  0.0285
H 2.929 0.395 2.717  0.0408